# 1
# C2H3F2NO

A cluster of 2 separate species, C2H3F2NO in total at a distorted geometry (ωB97M-V with the def2-TZVPD basis set, the Open Molecules 2025 dataset).

Summary:
E: -11092.76960 eV
F_max: 4.6 eV/A
ΔE to the lowest compared entry with this formula, charge and spin: 2.8459 eV
Frontier orbital gap: 10.956 eV

Each line ends with the natural charge from an NBO analysis.
Geometry (Å):
1 C -1.19 0.43 0.33  0.540
2 C 2.53 0.68 -0.19  0.645
3 N -1.37 -0.67 -0.35  -0.814
4 O -0.30 0.75 1.03  -0.596
5 F 2.91 0.47 1.05  -0.323
6 F 2.32 -0.45 -0.76  -0.323
7 H -2.04 1.12 0.15  0.076
8 H -2.06 -0.90 -1.11  0.410
9 H -0.81 -1.44 -0.15  0.386

=====

# 2
# C4H9N2P

A cluster of 2 separate species, C4H9N2P in total at a distorted geometry (ωB97M-V with the def2-TZVPD basis set, the Open Molecules 2025 dataset).

Summary:
E: -16558.24627 eV
F_max: 6.8 eV/A
ΔE to the lowest compared entry with this formula, charge and spin: 4.6398 eV
Frontier orbital gap: 8.794 eV

Each line ends with the natural charge from an NBO analysis.
Geometry (Å):
1 C 2.03 -0.04 0.02  -0.392
2 C 0.92 0.86 0.52  -0.462
3 C 1.29 -0.96 -0.95  -0.674
4 C -0.18 -0.01 1.04  -0.484
5 N -3.28 0.11 -0.34  -0.369
6 N -2.31 0.76 -0.49  -0.228
7 P -0.32 -1.41 0.08  0.550
8 H 2.74 0.53 -0.49  0.207
9 H 2.40 -0.61 0.93  0.198
10 H 1.41 1.33 1.48  0.198
11 H 0.62 1.69 -0.13  0.234
12 H 0.99 -0.23 -1.71  0.214
13 H 1.93 -1.75 -1.32  0.223
14 H -0.76 0.17 1.81  0.192
15 H -3.72 -0.03 0.63  0.283
16 H -3.76 -0.41 -1.08  0.309

=====

# 3
# O5S2

A structure of composition O5S2 at a distorted geometry (ωB97M-V with the def2-TZVPD basis set, the Open Molecules 2025 dataset).

Summary:
E: -31905.92280 eV
F_max: 2.2 eV/A
ΔE to the lowest compared entry with this formula, charge and spin: 0.2658 eV
Frontier orbital gap: 9.361 eV

Each line ends with the natural charge from an NBO analysis.
Geometry (Å):
1 O -0.77 -0.60 0.09  -0.895
2 O -2.97 0.62 0.44  -0.763
3 O 1.70 -0.52 1.32  -0.815
4 O 1.00 1.27 -0.20  -0.886
5 O 1.61 -0.82 -1.22  -0.833
6 S -1.92 0.14 -0.41  1.714
7 S 1.36 -0.10 -0.02  2.479

=====

# 4
# C6H19N2O4P2

A cluster of 2 separate species, C6H19N2O4P2 in total at a distorted geometry (ωB97M-V with the def2-TZVPD basis set, the Open Molecules 2025 dataset).

Summary:
E: -36269.07357 eV
F_max: 3.6 eV/A
Charge: +1
Frontier orbital gap: 7.164 eV

Each line ends with the natural charge from an NBO analysis.
Geometry (Å):
1 N -2.26 1.66 0.95  -1.117
2 P -2.97 0.59 -0.25  0.996
3 O -4.44 1.38 -0.72  -0.959
4 P -3.65 -1.28 0.67  1.004
5 N -5.02 -1.88 -0.29  -1.041
6 C -2.33 -2.60 0.83  -0.833
7 C -1.20 -2.56 -0.28  0.414
8 O -0.59 -1.55 -0.66  -0.472
9 H -1.77 2.42 0.44  0.425
10 H -1.56 1.15 1.52  0.406
11 H -4.56 1.30 -1.69  0.516
12 H -4.16 -0.99 1.99  0.040
13 H -4.62 -2.43 -1.08  0.408
14 H -5.48 -1.05 -0.72  0.423
15 H -2.87 -3.62 0.71  0.294
16 H -1.88 -2.64 1.89  0.321
17 H -0.88 -3.57 -0.74  0.171
18 C 1.28 0.83 -0.74  -0.249
19 O 2.05 1.95 -0.35  -0.552
20 C 2.66 1.78 0.93  -0.089
21 C 4.13 1.39 0.79  -0.091
22 O 4.28 0.11 0.19  -0.553
23 C 4.60 0.18 -1.19  -0.258
24 H 1.07 0.92 -1.81  0.197
25 H 1.81 -0.11 -0.57  0.189
26 H 0.33 0.82 -0.19  0.137
27 H 2.12 1.03 1.52  0.163
28 H 2.60 2.74 1.45  0.189
29 H 4.57 1.33 1.79  0.190
30 H 4.68 2.15 0.23  0.183
31 H 5.66 0.44 -1.30  0.177
32 H 3.99 0.92 -1.71  0.178
33 H 4.43 -0.80 -1.63  0.190

=====

# 5
# C16H44N2O7

A cluster of 5 separate species, C16H44N2O7 in total at a distorted geometry (ωB97M-V with the def2-TZVPD basis set, the Open Molecules 2025 dataset).

Summary:
E: -34613.00748 eV
F_max: 3.9 eV/A
SMILES: COCCNCCOC.COCCNCCOC.CCO.CO.CO
ΔE to the lowest compared entry with this formula, charge and spin: 0.6854 eV
Frontier orbital gap: 8.839 eV

Each line ends with the natural charge from an NBO analysis.
Geometry (Å):
1 C -11.47 -9.33 12.11  -0.247
2 O -10.48 -10.32 11.94  -0.552
3 C -9.72 -10.55 13.12  -0.091
4 C -8.52 -11.40 12.72  -0.245
5 N -7.54 -10.70 11.88  -0.632
6 C -6.79 -9.67 12.61  -0.253
7 C -6.13 -8.74 11.59  -0.073
8 O -6.91 -8.11 10.55  -0.532
9 C -7.96 -7.32 11.02  -0.258
10 H -12.07 -9.50 13.00  0.171
11 H -12.02 -9.13 11.20  0.196
12 H -10.95 -8.39 12.29  0.153
13 H -10.31 -11.13 13.83  0.178
14 H -9.48 -9.61 13.61  0.164
15 H -8.89 -12.28 12.21  0.201
16 H -7.98 -11.79 13.59  0.210
17 H -7.93 -10.23 11.08  0.366
18 H -6.07 -10.17 13.25  0.205
19 H -7.45 -9.09 13.26  0.159
20 H -5.37 -9.34 11.09  0.194
21 H -5.59 -7.99 12.17  0.165
22 H -8.48 -6.72 10.28  0.192
23 H -7.62 -6.56 11.72  0.163
24 H -8.77 -7.89 11.47  0.162
25 C -3.08 -3.91 15.77  -0.249
26 O -3.80 -5.10 15.89  -0.544
27 C -2.89 -6.19 16.09  -0.063
28 C -3.65 -7.50 16.40  -0.239
29 N -4.29 -7.53 17.71  -0.617
30 C -4.88 -8.82 18.00  -0.240
31 C -5.48 -8.80 19.43  -0.061
32 O -6.51 -7.82 19.56  -0.542
33 C -7.23 -7.94 20.80  -0.254
34 H -2.38 -3.97 14.93  0.160
35 H -2.48 -3.62 16.63  0.164
36 H -3.74 -3.06 15.60  0.192
37 H -2.26 -5.94 16.95  0.170
38 H -2.28 -6.30 15.19  0.167
39 H -2.93 -8.32 16.39  0.187
40 H -4.24 -7.61 15.49  0.173
41 H -5.07 -6.88 17.67  0.369
42 H -4.15 -9.58 17.72  0.196
43 H -5.70 -9.03 17.32  0.173
44 H -4.71 -8.60 20.18  0.168
45 H -5.85 -9.80 19.67  0.158
46 H -8.07 -7.24 20.77  0.199
47 H -6.67 -7.87 21.73  0.172
48 H -7.67 -8.93 20.95  0.163
49 C -9.68 -14.70 16.03  -0.635
50 C -9.92 -13.50 15.04  -0.063
51 O -11.32 -13.50 14.86  -0.732
52 H -10.18 -15.67 15.94  0.217
53 H -10.05 -14.32 16.98  0.203
54 H -8.60 -14.82 16.11  0.193
55 H -9.38 -13.77 14.14  0.158
56 H -9.53 -12.54 15.37  0.185
57 H -11.53 -13.93 14.03  0.473
58 C -4.92 -14.55 16.45  -0.248
59 O -4.42 -13.32 16.61  -0.721
60 H -4.15 -15.30 16.63  0.169
61 H -5.84 -14.71 17.01  0.161
62 H -5.17 -14.61 15.39  0.187
63 H -4.08 -13.18 17.50  0.477
64 C -7.09 -11.72 17.53  -0.240
65 O -6.79 -11.93 16.21  -0.742
66 H -6.25 -11.30 18.08  0.144
67 H -7.94 -11.04 17.61  0.186
68 H -7.23 -12.71 17.97  0.150
69 H -5.98 -12.44 16.26  0.482

=====

# 6
# C30H80O30S10

A cluster of 10 separate species, C30H80O30S10 in total at a distorted geometry (ωB97M-V with the def2-TZVPD basis set, the Open Molecules 2025 dataset).

Summary:
E: -202173.25615 eV
F_max: 5.0 eV/A
SMILES: CCOS(C)(=O)=O.CCOS(C)(=O)=O.CCOS(C)(=O)=O.CCOS(C)(=O)=O.CCOS(C)(=O)=O.CCOS(C)(=O)=O.CCOS(C)(=O)=O.CCOS(C)(=O)=O.CCOS(C)(=O)=O.CCOS(C)(=O)=O
ΔE to the lowest compared entry with this formula, charge and spin: 7.9316 eV
Frontier orbital gap: 10.527 eV

Each line ends with the Mulliken charge.
Geometry (Å):
1 C -4.85 -7.82 21.32  -1.208
2 C -5.28 -6.44 20.91  -0.154
3 O -6.63 -6.23 21.31  -0.255
4 S -7.68 -5.10 20.55  1.013
5 C -8.16 -6.11 19.15  -1.096
6 O -8.89 -5.03 21.37  -0.360
7 O -6.89 -3.93 20.17  -0.634
8 H -3.95 -8.04 20.76  0.372
9 H -5.48 -8.68 21.08  0.308
10 H -4.72 -7.73 22.40  0.301
11 H -4.77 -5.54 21.27  0.333
12 H -5.19 -6.41 19.82  0.244
13 H -7.23 -6.07 18.58  0.407
14 H -9.01 -5.76 18.56  0.298
15 H -8.32 -7.06 19.65  0.483
16 C -12.07 3.64 13.82  -1.443
17 C -11.70 2.16 13.75  0.268
18 O -10.98 2.00 14.95  -0.328
19 S -10.27 0.52 15.25  1.053
20 C -9.15 0.36 13.79  -0.641
21 O -9.50 0.58 16.49  -0.695
22 O -11.33 -0.41 15.06  -0.298
23 H -12.91 3.88 14.48  0.292
24 H -12.48 4.01 12.88  0.449
25 H -11.24 4.34 13.90  0.341
26 H -12.46 1.40 13.62  0.121
27 H -11.02 2.07 12.90  0.251
28 H -8.74 1.35 13.59  0.509
29 H -9.67 -0.01 12.90  0.270
30 H -8.37 -0.28 14.20  -0.123
31 C -13.05 0.05 26.15  -0.939
32 C -12.98 1.34 25.26  -0.279
33 O -14.36 1.55 24.79  -0.127
34 S -14.94 3.08 24.57  1.129
35 C -16.68 2.77 24.53  -1.016
36 O -14.63 3.76 25.84  -0.666
37 O -14.55 3.55 23.22  -0.572
38 H -12.02 -0.05 26.51  0.422
39 H -13.32 -0.84 25.59  -0.007
40 H -13.83 0.11 26.91  0.323
41 H -12.70 2.10 25.99  0.412
42 H -12.25 1.14 24.48  0.223
43 H -16.96 2.58 25.56  0.402
44 H -16.97 1.89 23.95  0.314
45 H -17.18 3.71 24.31  0.392
46 C -11.17 -6.73 25.61  -1.176
47 C -10.71 -6.39 24.23  -0.192
48 O -11.78 -6.41 23.41  -0.120
49 S -12.24 -7.74 22.48  1.008
50 C -11.60 -7.04 20.91  -0.579
51 O -11.37 -8.86 22.69  -0.596
52 O -13.76 -7.72 22.39  -0.495
53 H -11.98 -7.45 25.62  0.292
54 H -11.70 -5.86 25.99  0.229
55 H -10.38 -7.10 26.27  0.340
56 H -10.29 -5.38 24.19  0.324
57 H -9.93 -7.11 23.99  0.334
58 H -12.13 -6.11 20.70  0.049
59 H -11.84 -7.77 20.14  0.517
60 H -10.52 -6.97 21.07  0.027
61 C -15.60 0.57 16.97  -1.029
62 C -15.12 1.45 18.00  -0.210
63 O -16.01 2.48 17.98  -0.326
64 S -15.70 3.83 18.84  1.219
65 C -16.26 3.12 20.49  -1.126
66 O -14.26 4.06 18.90  -0.591
67 O -16.77 4.75 18.46  -0.606
68 H -16.64 0.37 17.19  0.382
69 H -14.99 -0.34 16.97  0.104
70 H -15.54 1.16 16.05  0.302
71 H -15.14 1.06 19.01  0.218
72 H -14.13 1.89 17.86  0.473
73 H -16.37 3.93 21.21  0.433
74 H -15.61 2.38 20.95  0.306
75 H -17.30 2.81 20.38  0.445
76 C -12.28 -1.16 22.62  -1.319
77 C -11.64 -2.05 21.58  0.336
78 O -12.23 -1.78 20.24  -0.250
79 S -12.35 -3.10 19.21  0.999
80 C -12.53 -2.35 17.51  -0.557
81 O -10.98 -3.63 19.17  -0.449
82 O -13.51 -3.91 19.46  -0.439
83 H -13.27 -1.59 22.69  0.182
84 H -12.35 -0.08 22.45  0.385
85 H -11.87 -1.13 23.63  0.356
86 H -10.55 -1.94 21.55  0.207
87 H -11.87 -3.07 21.89  0.050
88 H -13.31 -1.58 17.54  -0.202
89 H -12.72 -2.98 16.65  0.500
90 H -11.60 -1.83 17.30  0.071
91 C -17.76 -9.47 20.14  -1.348
92 C -16.93 -8.21 20.38  0.173
93 O -17.32 -7.35 19.33  -0.371
94 S -16.56 -5.77 19.36  0.971
95 C -15.25 -6.26 18.25  -0.247
96 O -17.47 -4.86 18.69  -0.645
97 O -16.04 -5.37 20.65  -0.390
98 H -17.25 -9.94 19.30  0.317
99 H -18.78 -9.12 19.96  0.316
100 H -17.80 -10.09 21.03  0.381
101 H -17.13 -7.79 21.37  0.225
102 H -15.88 -8.53 20.39  0.217
103 H -14.53 -5.44 18.32  -0.132
104 H -15.61 -6.46 17.24  0.357
105 H -14.74 -7.13 18.65  0.217
106 C -13.40 -4.73 9.70  -1.278
107 C -12.67 -3.81 10.69  -0.105
108 O -13.45 -2.72 11.05  -0.328
109 S -12.82 -1.59 12.10  1.169
110 C -12.93 -2.61 13.59  -0.875
111 O -11.37 -1.36 11.71  -0.614
112 O -13.66 -0.40 12.27  -0.600
113 H -12.69 -5.43 9.26  0.377
114 H -13.87 -4.14 8.92  0.335
115 H -14.09 -5.35 10.27  0.309
116 H -12.43 -4.39 11.58  0.266
117 H -11.77 -3.32 10.30  0.331
118 H -13.65 -3.44 13.62  0.582
119 H -13.24 -1.89 14.35  0.141
120 H -11.91 -2.92 13.80  0.297
121 C -8.69 -3.17 16.28  -0.408
122 C -8.03 -3.71 15.03  -0.413
123 O -8.12 -2.74 14.02  -0.180
124 S -6.98 -2.61 12.83  1.178
125 C -5.55 -1.94 13.88  -0.967
126 O -6.68 -3.93 12.43  -0.613
127 O -7.36 -1.66 11.79  -0.588
128 H -9.77 -3.04 16.22  0.046
129 H -8.28 -2.19 16.52  0.301
130 H -8.42 -3.84 17.09  0.002
131 H -7.02 -4.04 15.23  0.476
132 H -8.69 -4.52 14.72  0.158
133 H -5.20 -2.63 14.65  0.319
134 H -5.92 -1.02 14.34  0.316
135 H -4.74 -1.59 13.25  0.409
136 C -17.07 -1.27 27.09  -0.842
137 C -16.65 -2.81 26.65  -0.469
138 O -15.69 -2.59 25.64  -0.166
139 S -14.59 -3.82 25.08  0.981
140 C -15.67 -4.61 23.80  -0.901
141 O -13.40 -3.32 24.41  -0.369
142 O -14.48 -4.74 26.18  -0.686
143 H -17.68 -1.14 27.98  0.417
144 H -17.73 -0.95 26.29  0.259
145 H -16.21 -0.62 27.23  0.094
146 H -16.22 -3.49 27.38  0.364
147 H -17.42 -3.41 26.18  0.322
148 H -15.19 -5.58 23.64  0.229
149 H -15.66 -3.97 22.92  0.345
150 H -16.75 -4.63 23.98  0.424